1.
Molecular formula: C17H26N2O4S
Method: DFT, the ωB97M-V functional and the def2-TZVPD basis

Computed properties:
HOMO, eV: -9.02
ΔE to the lowest compared entry with this formula, charge and spin, kJ/mol: 11.5
Kohn-Sham gap, eV: 9.5

Each line ends with the Mulliken charge.
Geometry (Å):
C -7.65118 -0.20682 0.39744  -1.15
C -7.26247 1.18900 -0.07541  -0.49
C -5.78120 1.50220 0.13826  -0.60
C -4.85623 0.65798 -0.73427  -0.49
C -3.39307 1.04920 -0.54338  -0.52
C -2.46146 0.12834 -1.32953  -0.90
N -2.56326 -1.23200 -0.83735  -0.27
S -1.84664 -1.61867 0.61969  1.25
O -1.91665 -3.04669 0.70822  -0.74
O -2.43224 -0.82859 1.65991  -0.67
C -0.13808 -1.12155 0.41949  -0.05
C 0.28821 0.09017 0.92964  -0.34
C 1.59771 0.48493 0.73738  -0.79
C 2.48079 -0.33451 0.02978  0.75
N 3.78790 0.10823 -0.13383  -0.07
C 4.82001 -0.46886 -0.79750  0.17
O 4.79053 -1.52024 -1.39631  -0.66
C 6.10056 0.38636 -0.73055  0.42
C 7.29600 -0.47763 -0.32026  -0.79
C 7.27033 -0.31885 1.19788  -0.58
C 6.83448 1.13755 1.34463  -0.43
O 5.98838 1.42294 0.23436  -0.58
C 2.03792 -1.55712 -0.47735  -0.51
C 0.72538 -1.94293 -0.27964  -0.82
H -8.72583 -0.35093 0.30699  0.36
H -7.15525 -0.97162 -0.19372  0.31
H -7.37180 -0.34470 1.43932  0.29
H -7.85622 1.92481 0.47273  0.33
H -7.50511 1.29476 -1.13570  0.30
H -5.61022 2.55926 -0.08410  0.33
H -5.52587 1.33775 1.18678  0.31
H -4.95674 -0.39438 -0.47140  0.26
H -5.13448 0.77786 -1.78493  0.26
H -3.22986 2.07827 -0.87183  0.49
H -3.14333 0.97452 0.51422  0.22
H -2.75143 0.12588 -2.38358  0.53
H -1.42492 0.49391 -1.25954  0.30
H -2.33118 -1.94300 -1.51162  0.33
H -0.41117 0.69752 1.48182  0.48
H 1.94556 1.42823 1.13300  0.37
H 4.02988 0.99370 0.30429  0.18
H 6.23386 0.84094 -1.71989  0.31
H 8.21988 -0.07404 -0.73437  0.34
H 7.16715 -1.50419 -0.65475  0.38
H 6.52489 -0.98563 1.63357  0.26
H 8.23335 -0.50847 1.66441  0.38
H 7.69888 1.81223 1.30613  0.30
H 6.27679 1.33265 2.26391  0.29
H 2.72491 -2.18746 -1.01701  0.52
H 0.36257 -2.89034 -0.64599  0.43

---

2.
Molecular formula: C7H11NO2Se
Method: DFT, the ωB97M-V functional and the def2-TZVPD basis

Computed properties:
HOMO, eV: -9.24
Kohn-Sham gap, eV: 9.4

Each line ends with the Mulliken charge.
Geometry (Å):
C -0.53091 -0.82079 -2.05044  -1.20
C 0.60877 -1.68947 -1.72579  -0.29
C 1.45917 -1.15587 -0.63382  -0.59
C 0.86130 -1.19158 0.81457  -0.75
O 0.04456 -0.02066 1.06149  -0.15
C 0.66797 1.12869 1.33205  0.62
O 1.79920 1.44730 1.42583  -0.51
C -0.65234 2.13322 1.76276  -0.23
Se -2.06379 1.04100 2.75529  -0.11
C -1.23961 2.72747 0.56933  0.07
N -1.92120 3.06377 -0.28341  -0.45
H -0.17036 0.22953 -2.34943  0.29
H -1.29025 -1.27800 -2.60367  0.40
H -1.09433 -0.41748 -1.24806  0.26
H 0.11214 -2.50756 -1.28176  0.24
H 1.23233 -1.88444 -2.58721  0.29
H 2.28489 -1.76094 -0.52718  0.41
H 1.77691 -0.09039 -0.81973  0.36
H 0.01692 -1.93221 0.81069  0.24
H 1.46454 -1.26833 1.59352  0.56
H -0.34176 2.95736 2.39886  0.38
H -3.02416 1.28936 1.58611  0.14

---

3.
Molecular formula: C40H38MnN2O5S4
Method: DFT, the ωB97M-V functional and the def2-TZVPD basis

Computed properties:
Net charge: +2
Spin multiplicity: 2
HOMO (spin up / spin down), eV: -13.84 / -13.95
Kohn-Sham gap (spin up / spin down), eV: 7.7 / 5.2

Each line ends with the Mulliken charge.
Geometry (Å):
Mn -0.14596 0.46562 -0.74514  0.15
O -1.38601 1.95700 -0.73724  -0.48
S -2.31158 3.14866 -0.91035  0.15
C -3.35378 3.18031 0.59935  -1.01
C -3.19597 1.91296 1.43085  -0.53
C -4.00553 0.74811 0.85757  -0.39
C -3.77454 -0.55320 1.62125  -1.02
S -2.34578 -1.49468 1.01736  0.56
O -1.48573 -0.43151 0.34490  -0.99
C -3.03894 -2.43011 -0.30608  0.89
C -3.04708 -1.94524 -1.60572  0.11
C -3.60716 -2.73247 -2.60140  -1.00
C -4.14694 -3.97291 -2.29103  -0.58
C -4.12425 -4.44529 -0.98477  -0.68
C -3.55671 -3.67765 0.01950  -0.66
C -1.31720 4.59563 -0.69682  0.55
C 0.05888 4.48923 -0.59643  0.44
C 0.80608 5.65780 -0.51557  -0.94
C 0.17981 6.89238 -0.53805  -0.63
C -1.20416 6.97800 -0.64610  -0.67
C -1.96468 5.82605 -0.73655  -0.65
H -4.37481 3.28464 0.22948  0.48
H -3.08556 4.08171 1.14803  0.64
H -3.55082 2.14286 2.43878  0.60
H -2.13951 1.65477 1.51679  0.00
H -3.77838 0.59799 -0.20177  0.15
H -5.07165 0.98337 0.91047  0.61
H -4.61086 -1.24919 1.54184  0.65
H -3.57991 -0.37439 2.67951  0.47
H -2.62689 -0.96687 -1.83689  0.10
H -3.63267 -2.37307 -3.61995  0.50
H -4.58620 -4.57746 -3.07067  0.43
H -4.53961 -5.41412 -0.74951  0.45
H -3.51708 -4.04786 1.03562  0.44
H 0.52803 3.52053 -0.57017  0.22
H 1.88342 5.59701 -0.43456  0.53
H 0.76751 7.79678 -0.47459  0.42
H -1.68917 7.94211 -0.66997  0.43
H -3.03977 5.89304 -0.84110  0.46
C 2.53584 -4.43129 3.47260  -1.65
C 1.13676 -4.18118 2.89338  1.91
C 0.27974 -5.44747 3.03736  -1.58
C 0.48116 -3.04407 3.67207  -1.68
C 1.26991 -3.85230 1.41454  -0.13
C 1.91019 -4.83269 0.56788  -0.32
C 2.15309 -4.63670 -0.76619  -1.56
C 1.73698 -3.42552 -1.31558  1.32
S 1.92958 -2.86940 -2.91472  -0.37
C 1.11922 -1.39488 -2.49772  0.47
N 0.70780 -1.34246 -1.21072  0.97
C 1.05719 -2.43954 -0.51596  -1.23
C 0.84180 -2.68099 0.86428  0.61
C 0.89019 -0.29277 -3.32106  0.72
C 1.31299 -0.20423 -4.67494  -1.09
C 1.06712 0.95045 -5.35857  -1.03
C 0.40087 2.00713 -4.70406  -0.88
C -0.01978 1.92302 -3.38660  0.23
C 0.22386 0.77374 -2.64661  0.95
H 2.44649 -4.70257 4.52428  0.46
H 3.15432 -3.53686 3.40534  0.34
H 3.05845 -5.24608 2.97425  0.37
H 0.11751 -5.65604 4.09419  0.46
H 0.75646 -6.32550 2.60451  0.37
H -0.69447 -5.31981 2.56345  0.28
H 0.45141 -3.30490 4.72917  0.50
H -0.54768 -2.87534 3.34923  0.20
H 1.03031 -2.10721 3.57830  0.37
H 2.22913 -5.76227 1.01554  0.54
H 2.65474 -5.38617 -1.35875  0.49
H 0.41438 -1.89971 1.46649  0.08
H 1.82359 -1.03148 -5.14957  0.49
H 1.37601 1.06759 -6.38674  0.46
H 0.21938 2.92118 -5.25384  0.49
H -0.50680 2.78664 -2.95358  0.34
O 2.98512 1.42436 -2.18014  -0.60
C 2.76631 1.57198 -1.00661  -0.01
N 1.55333 1.25062 -0.38164  0.86
S 1.64732 1.33215 1.26130  0.76
O 0.54290 2.10763 1.75921  -0.59
O 1.79143 -0.00255 1.78797  -0.49
C 3.18073 2.16943 1.28405  0.71
C 3.84696 2.71437 2.36151  -0.75
C 5.08229 3.29886 2.09845  -0.63
C 5.61180 3.32034 0.81034  -0.57
C 4.92273 2.76497 -0.26042  -0.68
C 3.69200 2.18649 -0.00604  -0.08
H 3.43324 2.68991 3.35878  0.54
H 5.64035 3.74527 2.90920  0.46
H 6.57543 3.78203 0.64608  0.45
H 5.32151 2.78325 -1.26453  0.55

---

4.
Molecular formula: H3NO3Si
Method: DFT, the ωB97M-V functional and the def2-TZVPD basis

Computed properties:
HOMO, eV: -10.48
ΔE to the lowest compared entry with this formula, charge and spin, kJ/mol: 323.8
Kohn-Sham gap, eV: 9.9

Each line ends with the Mulliken charge.
Geometry (Å):
N 0.28961 -0.02157 -1.80839  1.20
O 1.13245 -0.72872 -1.55951  -0.42
O -0.23491 0.55305 -2.67270  -0.40
O -0.62546 0.25852 -0.37073  -0.35
Si -0.21198 -0.02857 1.13723  0.32
H -0.58639 1.15642 2.06583  -0.11
H -0.84165 -1.28043 1.51531  -0.12
H 1.07833 0.09130 1.69297  -0.13

---

5.
Molecular formula: C10H15N5
Method: DFT, the ωB97M-V functional and the def2-TZVPD basis

Computed properties:
HOMO, eV: -11.10
ΔE to the lowest compared entry with this formula, charge and spin, kJ/mol: 167.6
Kohn-Sham gap, eV: 11.4

Each line ends with the Mulliken charge.
Geometry (Å):
C -0.24779 -0.70224 1.74695  -0.72
C -0.23118 -0.13278 0.39564  0.32
N -0.17134 0.35398 -0.70636  -0.44
H 0.72344 -0.61039 2.23315  0.31
H -0.37947 -1.78091 1.66198  0.29
H -1.10804 -0.26296 2.25203  0.27
C -2.23492 2.29681 -3.20011  -0.46
C -3.07924 1.43887 -2.32271  0.28
N -3.78747 0.85894 -1.62202  -0.41
H -1.26913 1.82502 -3.01908  0.01
H -2.31013 3.32810 -2.85532  0.30
H -2.57777 2.18264 -4.22847  0.27
C 0.71311 -0.34765 -3.88045  -0.38
C 1.77712 -0.19742 -4.89952  0.27
N 2.60446 -0.23399 -5.75010  -0.42
H 0.80095 -1.37447 -3.52546  0.28
H -0.27847 -0.02947 -4.20237  0.21
H 1.00889 0.31676 -3.06855  0.04
C -1.78285 -3.13488 6.45163  -0.67
C -1.09995 -3.14965 5.11784  0.31
N -0.69419 -3.17289 4.02157  -0.41
H -2.25551 -4.11495 6.51610  0.25
H -2.50218 -2.33303 6.28523  0.24
H -1.12355 -2.97656 7.30508  0.28
C 2.93767 1.95726 0.25969  -0.29
C 3.82502 2.03097 -0.85401  0.26
N 4.53883 2.05268 -1.75027  -0.36
H 2.06203 1.35060 0.02877  -0.16
H 2.62615 2.97331 0.50198  0.27
H 3.51551 1.58826 1.10706  0.26

---

6.
Molecular formula: C4H11NO3
Method: DFT, the ωB97M-V functional and the def2-TZVPD basis

Computed properties:
HOMO, eV: -8.88
ΔE to the lowest compared entry with this formula, charge and spin, kJ/mol: 198.2
Kohn-Sham gap, eV: 9.6

Each line ends with the Mulliken charge.
Geometry (Å):
C 1.95897 0.84348 0.99432  -0.95
N 0.68738 0.14052 1.04071  -0.16
C 0.41274 -1.06441 0.34123  0.63
C 1.09665 -1.24040 -0.98609  -1.23
O -0.37714 -1.87670 0.80370  -0.66
H 2.80005 0.18799 0.75806  0.28
H 2.15578 1.33671 1.94761  0.34
H 1.87729 1.60039 0.21045  0.30
H 0.18128 0.17858 1.92067  0.26
H 0.46533 -1.86464 -1.62239  0.34
H 2.07033 -1.71299 -0.83108  0.38
H 1.23919 -0.28866 -1.50172  0.36
O -2.81555 -0.24320 0.02411  -0.54
C -1.80283 0.48217 -0.62713  0.10
O -2.26108 1.78440 -0.92279  -0.54
H -2.43632 -1.09467 0.30554  0.35
H -1.60898 -0.01271 -1.58746  0.18
H -0.76275 0.73518 -0.01622  0.24
H -2.88032 2.10895 -0.25150  0.31